# 1
ORCA calculation (the ωB97M-V functional and the def2-TZVPD basis) on a cluster of 14 separate species, C56H86O28 in total in a non-equilibrium geometry.

For the maximum force, the calculation gives 1.85 eV/Å. Its calculated total energy is -116801.008 eV. The value obtained for the HOMO energy is -10.02 eV. Its gap between HOMO and LUMO is 9.8070 eV.

Element x y z (Å)
C1 -1.36182 -1.78825 -4.34400
C2 0.50331 -3.38218 2.83689
H1 -2.60882 -3.42559 2.84728
H2 2.57997 2.58966 2.80579
H3 -1.86151 -2.85495 0.60743
H4 4.26516 -1.57335 -3.54294
O1 6.24658 5.45133 -1.58732
C3 -4.14634 0.60856 1.47915
O2 -0.36952 -0.09368 3.26776
C4 0.82899 5.28930 -2.20982
C5 1.85033 0.57988 -7.75554
O3 1.34073 -3.75488 -2.18912
H5 -4.33774 2.49955 -1.24431
H6 -4.21076 -2.37436 -4.14281
C6 4.46754 2.63679 -0.32155
H7 -4.67385 -4.87672 2.95690
O4 -3.32488 -0.55475 -3.85433
H8 1.18340 0.71559 -1.93086
H9 1.80566 1.20510 3.62633
H10 -2.34756 5.38882 4.69109
C7 -1.64968 -0.61157 6.57792
C8 0.88983 -3.48663 4.31214
H11 0.91271 -5.48152 2.32406
H12 -3.73976 -2.15350 2.36061
H13 2.12599 0.19529 0.19402
C9 1.76427 3.58987 -3.44440
H14 0.50575 4.23889 4.89803
C10 -0.61210 3.63869 3.12684
H15 -0.03103 5.54786 3.92580
H16 6.44344 2.56262 -1.21460
H17 -0.11307 -1.23966 1.03570
C11 -0.43381 -0.13598 5.73731
H18 -3.76111 1.47597 0.94315
H19 -0.97140 5.39854 -3.35089
H20 3.90501 -2.14516 1.12662
H21 -1.83226 3.09106 -2.33923
O5 -4.94759 2.61924 -3.18566
O6 -1.83191 -1.34993 4.35469
H22 3.34167 -0.16853 -2.91922
H23 -5.30777 -1.12249 0.82725
C12 -2.90553 -3.14406 0.71430
C13 1.70474 -0.92121 -6.02806
C14 -3.96137 -5.13757 1.04286
H24 -3.03134 4.33291 -1.95726
H25 1.26703 -3.06394 2.12766
C15 3.57761 -1.21778 -2.77544
C16 2.94202 2.37198 4.98960
H26 1.21956 6.28823 -2.02977
H27 -0.67232 -4.88899 1.77712
H28 5.11663 3.18205 -2.32240
H29 0.17082 5.00201 -1.38799
H30 -5.38076 0.27163 -0.27773
C17 -2.22589 3.24367 4.71471
H31 -1.34505 -2.10540 -5.38777
H32 5.03669 2.93309 5.15902
O7 -6.50579 0.43634 1.45482
C18 5.70191 4.59634 -0.96211
O8 1.92616 4.38467 -2.36408
H33 -2.29504 0.26584 6.60635
O9 -3.13085 2.68636 5.26558
C19 0.06623 -4.83687 2.57564
C20 0.50405 -5.38469 -3.69211
H34 0.50315 3.81189 -5.19393
C21 -4.56240 3.45901 -4.16722
H35 0.48346 -0.67553 5.99055
H36 -3.57102 1.36142 -2.37519
H37 2.51877 2.25659 -6.49518
O10 1.53158 -0.75856 -7.34757
H38 5.50009 -2.60756 0.54186
C22 -0.04631 -4.55240 4.83172
H39 0.10940 -6.50292 -1.80591
H40 -2.78718 4.66882 -4.42458
H41 1.91095 -3.85594 4.42308
C23 -5.35378 -0.03256 0.76527
C24 -3.06426 3.68085 -4.05932
H42 0.82639 0.87588 1.15279
C25 -2.07504 -0.44248 -4.35272
H43 1.04839 2.22397 -0.99360
H44 0.78805 -2.55998 4.87337
H45 2.83221 0.57174 -8.22999
H46 -0.16142 0.90391 5.91907
H47 -0.29056 3.13417 -3.76775
H48 2.65988 -1.80142 -2.87010
O11 -1.65712 0.56345 -4.85626
C26 -2.27372 -1.69615 5.66165
H49 0.24278 3.01161 2.88790
C27 -2.83714 3.44671 -2.56363
O12 5.08309 4.88476 0.21498
C28 -3.40177 -3.17014 2.14370
C29 4.43239 2.02916 5.24372
O13 -0.28799 -4.88568 5.95312
H50 4.14351 -4.42937 1.88781
C30 -4.68027 0.92370 2.86009
O14 3.95716 0.14074 2.42536
C31 2.68767 1.85210 3.59945
O15 2.63525 2.85359 -3.82187
H51 -5.44811 -3.75670 1.76896
C32 -0.15847 -5.58369 -2.32445
H52 -1.00098 4.19196 2.27168
C33 1.67187 -4.46509 -3.38932
O16 -2.14908 -0.62705 -0.78124
O17 -1.63666 2.74824 3.61312
H53 -0.33955 -1.65912 -3.99780
H54 3.48595 4.00514 1.07284
O18 -7.01786 1.23201 3.48005
C34 3.81635 0.90187 3.33182
H55 1.08603 0.93474 -8.44124
C35 0.42485 3.88509 -4.11448
C36 -3.90605 2.39048 -2.23917
C37 -4.51963 -4.21352 2.10992
C38 5.51935 3.12550 -1.31135
H56 4.67822 -4.97982 0.26653
C39 4.18801 -1.41448 -1.41752
H57 3.09840 -4.51509 0.43161
H58 -4.37555 1.89618 3.23413
C40 -2.21962 -2.57191 -3.38787
C41 -6.18697 0.91646 2.68057
H59 0.83412 -6.26325 -4.23973
H60 3.16390 0.17371 -5.05792
H61 -1.23245 -5.41090 -2.36399
H62 -0.34938 -2.73238 2.62812
O19 -0.04466 -3.96429 -0.48627
H63 0.49822 6.04675 -4.18068
C42 -1.66630 4.62051 5.05321
H64 -0.23948 -4.85977 -4.29553
C43 0.71643 1.18837 -1.05825
C44 -1.02751 -0.22122 -0.66992
O20 4.76744 1.02197 4.29491
H65 -1.56528 4.71268 6.13024
H66 1.61285 0.48718 -4.43320
O21 -0.68516 0.96323 -1.22924
H67 -1.98726 -2.72507 5.88205
C45 2.14059 0.37847 -5.37885
H68 5.06813 3.41101 1.65161
H69 -2.30955 -3.65687 -3.47022
C46 4.43475 -2.81696 0.44868
H70 -4.08168 -1.91178 -2.43180
H71 2.32666 1.81615 5.70341
H72 -4.47943 0.16953 3.62238
C47 -0.85970 -0.42709 4.31114
C48 0.15008 -0.82781 0.06739
H73 -1.85075 -2.47746 -2.36072
C49 4.08636 -4.24183 0.81876
C50 -0.34020 4.56500 4.29187
H74 4.63385 1.66258 0.13275
O22 1.60827 -1.98528 -5.47970
H75 0.55897 -1.60482 -0.58671
O23 -4.18491 -6.31067 0.89909
C51 1.05425 0.41487 0.19083
H76 -2.53250 2.98995 -4.71566
H77 2.60208 -5.01438 -3.23505
O24 4.04299 -2.64115 -0.91667
C52 4.48886 3.69838 0.77248
O25 4.83814 -0.54597 -0.89598
C53 0.08625 5.25417 -3.55754
C54 0.35576 -4.40159 -1.52863
H78 -1.26567 -0.87599 7.55781
H79 -3.31721 -0.09996 1.52471
H80 1.78600 -3.75568 -4.20918
O26 -0.56275 -5.24119 3.78366
C55 -3.57835 -1.88676 -3.39398
H81 -3.42075 -2.43936 0.05883
H82 2.75332 3.40384 5.28617
O27 -5.34920 3.85761 -4.98037
O28 -3.16700 -4.47316 0.20081
H83 0.84026 1.75968 -6.29406
H84 3.47739 2.61571 -0.77858
H85 -3.36027 -1.62681 5.67882
C56 1.85614 1.39549 -6.45987
H86 4.55511 1.66447 6.26195

Atoms 1-2, force components in eV/Å:
-0.299 0.553 0.358
-0.064 -0.629 -0.520

# 2
ORCA calculation (the ωB97M-V functional and the def2-TZVPD basis) on a cluster of 10 separate species, C18H29BCl27I2NO3 in total.

Its SMILES is CC[C@H](I)CO[C@](CN)(B(O)O)[C@@H](I)CC.ClC(Cl)Cl.ClC(Cl)Cl.ClC(Cl)Cl.ClC(Cl)Cl.ClC(Cl)Cl.ClC(Cl)Cl.ClC(Cl)Cl.ClC(Cl)Cl.ClC(Cl)Cl. The calculation puts the relative energy (zero: lowest compared OMol25 entry of this formula, charge and spin) at 0.0 kcal per mole. For the maximum force, the calculation gives 0.84 eV/Å. Its calculated total energy is -381754.110 eV. The value obtained for the HOMO energy is -9.03 eV. Its gap between HOMO and LUMO is 9.2210 eV.

Element x y z (Å)
Cl1 -4.10100 4.73899 3.31285
Cl2 0.83791 2.57266 -3.84265
H1 -0.50074 3.47125 1.61876
H2 -1.01980 2.24730 -1.11649
Cl3 7.42982 -4.52357 -2.01341
H3 -4.03349 4.44384 -7.12429
C1 -0.13928 1.53224 -4.87639
H4 -1.81734 -1.22420 -0.66465
H5 -3.77819 2.27776 1.63647
C2 2.56305 -6.09993 -0.96548
H6 -2.15020 2.48189 2.32100
H7 -6.41610 4.46937 3.19034
C3 6.96403 -7.74698 -0.52156
O1 -1.34175 0.24736 0.70700
Cl4 8.47062 -7.11886 0.15990
Cl5 -4.19823 2.83521 -5.43599
Cl6 0.09706 1.92643 4.83639
B1 -3.46219 0.93259 -0.46090
C4 -1.01613 -0.50119 -0.44418
C5 1.41985 -0.42438 0.36130
Cl7 -1.73458 4.02303 5.64415
H8 -0.87537 0.14116 -1.31945
O2 -3.73874 1.45863 -1.70446
C6 -5.69893 4.47300 4.00037
C7 0.27206 -1.27682 -0.18211
H9 -3.14754 1.19317 -2.40648
C8 -1.13086 2.41129 6.01014
H10 6.97099 -2.66677 -3.36823
C9 -2.62684 8.57797 -1.28544
H11 0.05126 -2.11132 0.48475
Cl8 2.92629 -9.28937 2.12958
Cl9 2.34971 -11.06966 4.35476
H12 0.28491 1.98314 1.14517
H13 6.42224 -6.91714 -0.95779
C10 -3.38944 3.65024 -6.76977
H14 1.35743 0.60392 2.30408
Cl10 5.95085 -8.45090 0.73409
O3 -4.33520 0.01735 0.07169
Cl11 4.73506 -9.40811 4.39567
H15 1.81675 3.78836 0.59422
Cl12 -1.87732 4.38569 -6.22113
H16 -4.05781 0.50341 2.84609
C11 -1.35922 2.53030 -0.11546
H17 1.10301 3.35407 -0.97696
H18 0.53796 4.77656 -0.08619
H19 -2.65645 0.83978 3.61813
Cl13 4.98968 -2.95785 -2.15747
Cl14 1.45333 -6.79085 0.21743
H20 -0.69147 2.16809 -5.55466
Cl15 -2.44671 1.23458 6.04241
H21 0.67274 -1.00143 2.33329
Cl16 -1.77969 8.46795 0.25575
Cl17 -5.78195 2.90306 4.80373
I1 -2.55779 4.29841 -0.37456
H22 1.36340 0.58370 -0.05947
H23 2.07768 -5.24764 -1.42620
H24 4.17410 -11.10792 2.89716
I2 0.79111 -2.19638 -2.05781
Cl18 4.03558 -5.52490 -0.18502
H25 -0.67607 2.42683 6.99152
Cl19 0.86147 0.42520 -5.80223
Cl20 2.94993 -7.26796 -2.22857
C12 -0.15291 2.90093 0.75080
H26 -3.88473 -0.63403 0.61234
C13 6.39907 -3.52625 -3.04537
H27 -1.97167 8.18993 -2.05410
H28 2.41999 -0.82017 2.26271
H29 2.35581 -0.85209 -0.00470
Cl21 5.91007 -4.43066 -4.47836
Cl22 7.29239 -8.91173 -1.80335
Cl23 -3.00382 10.25335 -1.68415
C14 -2.20793 1.37015 0.46269
Cl24 -1.32994 0.64318 -3.91598
C15 0.88832 3.74678 0.02028
C16 3.61509 -10.31876 3.38248
C17 1.47841 -0.40262 1.90263
Cl25 -4.08627 7.58893 -1.27203
N1 -3.06559 0.63969 2.71872
C18 -2.82496 1.77885 1.82796
Cl26 -6.13636 5.77160 5.11015
Cl27 -3.08842 2.54126 -8.10547

Atoms 1-2, force components in eV/Å:
-0.102 0.096 -0.124
-0.003 0.001 0.017

# 3
ORCA calculation (the ωB97M-V functional and the def2-TZVPD basis) on a cluster of 2 separate species, C9H14 in total in a non-equilibrium geometry.

The calculation puts the relative energy (zero: lowest compared OMol25 entry of this formula, charge and spin) at 47.7 kcal per mole. As for the expectation value of S²: 0.768. For the maximum force, the calculation gives 3.60 eV/Å. Its calculated total energy is -9549.372 eV. As for the spin multiplicity: 2. The value obtained for the HOMO energy (spin up / spin down) is -14.41 / -14.41 eV. Its gap between HOMO and LUMO (spin up / spin down) is 10.0272 / 6.0076 eV. The net charge is +1.

Element x y z (Å)
H1 1.44495 -3.30304 -1.86234
H2 -2.53860 -0.87488 -0.20733
H3 0.08069 1.43152 3.83448
C1 1.14689 1.99169 1.84185
C2 -0.15924 1.14139 -0.07367
C3 -0.83250 0.70787 2.24322
H4 1.90526 1.87543 -0.06857
H5 -1.46422 0.10765 3.07571
H6 1.30289 -2.61945 -3.49110
H7 1.93953 2.59512 2.25379
H8 -2.88073 0.86041 -0.32672
C4 0.89299 -2.58609 -2.44946
H9 -0.16913 -2.56518 -2.47831
C5 -2.40852 0.10345 0.36456
C6 1.25759 -1.19908 -1.87034
H10 -0.27263 1.14626 -1.14148
C7 0.99982 1.72069 0.48599
C8 0.14862 1.53639 2.77512
H11 0.57350 -0.41273 -2.40262
H12 0.92774 -1.18570 -0.91447
H13 -3.18421 0.03495 1.28633
H14 2.37956 -1.13311 -1.73573
C9 -1.09023 0.62644 0.86111

Atoms 1-2, force components in eV/Å:
-0.614 -0.735 0.143
0.930 1.048 0.770

# 4
ORCA calculation (the ωB97M-V functional and the def2-TZVPD basis) on the molecule C21H31N5O3.

Its SMILES is CCCCC(=O)Nc1ccc2c(c1)nc(CN1CCN(C(=O)OCC)CC1)n2C. The calculation puts the relative energy (zero: lowest compared OMol25 entry of this formula, charge and spin) at 5.2 kcal per mole. For the maximum force, the calculation gives 0.80 eV/Å. Its calculated total energy is -35875.178 eV. The value obtained for the HOMO energy is -7.96 eV. Its gap between HOMO and LUMO is 8.6229 eV.

Element x y z (Å)
H1 -4.18510 -3.35215 7.96551
C1 1.51911 -0.79311 -0.31223
H2 3.97021 -1.01720 -3.40782
N1 0.50389 -1.62677 -0.68899
H3 -2.16269 -4.19290 6.91032
C2 -2.79012 -3.50582 6.34623
C3 -0.41211 -1.60145 0.33420
C4 1.74521 1.24142 -2.39808
C5 1.89718 6.22570 -5.09379
H4 2.80624 4.96120 -6.60622
H5 1.02286 -1.91724 -2.66376
C6 -0.56673 -0.45535 2.47265
H6 -2.14173 -2.87292 5.74513
H7 2.45578 1.99972 -2.02604
H8 0.50097 0.92506 -4.12877
C7 0.40681 -2.39007 -1.90058
H9 -2.03712 -2.92029 -0.19224
C8 -1.62658 -2.23690 0.53532
N2 2.36866 -0.07079 -2.47406
H10 -3.24798 -2.45053 1.90310
H11 3.88971 0.47215 -5.44832
C9 -4.04827 -0.73899 5.67962
C10 2.94143 2.74497 -5.22522
H12 -0.63141 -2.41089 -2.23270
C11 -2.30253 -1.97451 1.70788
H13 -5.31659 -1.32820 7.31579
H14 2.35108 -0.38858 -5.15452
H15 1.87819 6.30744 -4.01026
O1 -4.35832 -2.08018 3.71613
H16 0.80596 2.64233 -3.75805
H17 -5.31419 -2.44132 5.94137
C12 -3.65104 -2.67765 7.29221
N3 1.32576 -0.23284 0.84960
H18 -0.15781 0.22229 3.20643
C13 2.72850 -0.56983 -1.15326
H19 -3.19619 -0.28063 6.18469
C14 3.51205 -0.02608 -3.37081
C15 -1.78314 -1.09356 2.66841
N4 -2.46088 -0.82324 3.86693
H20 -4.78788 0.04165 5.48109
C16 1.24847 1.64862 -3.78528
H21 2.28483 7.14914 -5.51367
H22 4.27073 0.69687 -3.02499
O2 3.95610 2.73082 -5.88318
H23 0.90509 1.19049 -1.70308
C17 -4.68192 -1.81107 6.56962
N5 2.34945 1.63707 -4.71997
H24 -1.97375 -0.17025 4.46518
H25 -3.41751 -4.08329 5.67182
C18 2.77935 5.06577 -5.51580
H26 0.88151 6.07185 -5.44832
H27 3.39014 0.12137 -0.60798
H28 3.25569 -1.52098 -1.28564
C19 3.04149 0.36970 -4.77082
H29 3.80863 5.19869 -5.16388
O3 2.24531 3.87006 -4.94851
C20 0.12254 -0.71365 1.29669
C21 -3.65183 -1.30560 4.32237
H30 -3.00913 -2.04129 7.90803
H31 0.74363 -3.41827 -1.73944

Atoms 1-2, force components in eV/Å:
0.036 0.036 0.078
0.010 0.001 0.145